Entry 1:
# C5H7NO2

A single C5H7NO2 molecule in a non-equilibrium geometry (ωB97M-V/def2-TZVPD, the Open Molecules 2025 dataset).

Element x y z (Å)
1 C -0.60665 -1.71310 -0.08837
2 C 0.15989 -0.48220 -0.09955
3 C -0.52976 0.83535 -0.09227
4 N -1.89794 1.00157 -0.13598
5 C 0.43530 1.78791 0.00694
6 O 1.64415 1.15203 -0.03831
7 C 1.45456 -0.15405 -0.05286
8 O 2.45858 -1.00481 -0.18168
9 H 0.07160 -2.54225 -0.30768
10 H -1.23203 -1.80823 0.80978
11 H -1.25357 -1.57419 -1.00290
12 H -2.10832 1.93157 -0.09459
13 H -2.31523 0.42336 0.61383
14 H 0.44370 2.74537 0.35764
15 H 3.27572 -0.59833 0.30599

Cartesian forces, eV/Å:
-0.5 -0.4 -1.9
-1.4 2.9 0.5
1.9 -0.7 0.3
0.1 -3.5 0.6
-0.8 -2.9 -0.7
2.0 0.8 0.3
-1.4 -0.7 -0.4
3.6 1.0 1.5
-0.4 -0.3 0.5
0.3 -0.4 -0.3
0.1 -0.7 1.0
-1.2 2.7 0.4
-0.1 0.8 -0.8
0.0 2.4 0.4
-2.0 -1.2 -1.4

calculated total energy	-399.910470	Ha
energy above the lowest of the compared OMol25 structures with the same formula, charge and spin	34.6	kcal/mol
Kohn-Sham gap	8.432	eV
maximum force	4.01	eV/A
SMILES	Cc1c(N)coc1O
LUMO	0.026	Ha

---

Entry 2:
# C5H7NO

C5H7NO as an isolated structure in a non-equilibrium geometry (ωB97M-V/def2-TZVPD, the Open Molecules 2025 dataset).

Element x y z (Å)
1 C -1.96479 -0.75050 0.30784
2 C -0.97000 -0.04632 -0.56819
3 C -0.48726 1.17500 -0.22818
4 N 0.25024 2.02878 0.20076
5 C 0.90351 0.31345 0.61927
6 O 0.71937 -0.05423 1.73456
7 C 2.03275 0.15127 -0.35363
8 H -1.68868 -0.67083 1.36848
9 H -2.95875 -0.31163 0.17534
10 H -2.01461 -1.81269 0.05485
11 H -0.79048 -0.37178 -1.59064
12 H 2.44251 -0.85587 -0.26510
13 H 2.80055 0.87849 -0.07150
14 H 1.72563 0.32685 -1.38385

Cartesian forces, eV/Å:
0.0 0.0 0.0
-0.1 0.0 -0.2
0.2 0.5 0.0
-0.4 -0.9 -0.1
0.4 -0.1 1.1
0.2 0.4 -1.0
0.0 0.0 0.0
0.0 0.1 -0.2
0.0 -0.2 0.1
0.0 0.2 0.0
-0.1 0.1 0.2
-0.1 0.1 0.1
-0.1 -0.1 -0.1
0.0 0.1 0.2

calculated total energy	-324.602194	Ha
energy above the lowest of the compared OMol25 structures with the same formula, charge and spin	76.7	kcal/mol
Kohn-Sham gap	9.180	eV
maximum force	1.20	eV/A
LUMO	0.028	Ha

---

Entry 3:
# C17H31CeF3O2P2

C17H31CeF3O2P2 as an isolated structure in a non-equilibrium geometry (ωB97M-V/def2-TZVPD, the Open Molecules 2025 dataset).

Element x y z (Å)
1 P 0.30647 -1.98896 1.26217
2 P 0.19170 1.79705 1.22819
3 C 0.05318 -0.79880 -0.14338
4 C 0.66603 0.60899 -0.10395
5 H -1.00690 -0.78031 -0.44067
6 H 0.56260 -1.30823 -0.97393
7 H 1.76788 0.57983 -0.17312
8 H 0.28599 1.11712 -0.99888
9 C -1.40274 2.43663 0.58035
10 H -1.82137 3.21288 1.24426
11 H -2.18038 1.66661 0.42100
12 H -1.14805 2.88615 -0.38122
13 C 1.29306 3.20518 1.15472
14 H 0.93518 3.88856 0.37786
15 H 2.32377 2.89062 0.94414
16 H 1.27332 3.71610 2.13132
17 C -0.68391 -3.41207 0.70593
18 H -0.64906 -4.20081 1.47340
19 H -0.25503 -3.78600 -0.23143
20 H -1.74083 -3.14734 0.55589
21 C 2.01322 -2.50154 0.93267
22 H 2.70908 -1.64514 0.91043
23 H 2.02440 -3.00513 -0.05123
24 H 2.37762 -3.20198 1.69834
25 Ce -1.21167 -0.13747 2.66615
26 C 0.43016 1.49044 -3.04389
27 C -0.91423 1.51974 -2.88353
28 C -1.84401 0.79153 -3.80689
29 C -1.45204 -0.67158 -4.11115
30 C -0.66826 -1.37487 -3.04080
31 C 0.67524 -1.53280 -3.07032
32 C 1.59355 -0.70254 -3.91701
33 C 1.18159 0.78031 -4.13212
34 C 0.15132 -1.70270 3.82364
35 H 1.08781 2.13762 -2.44258
36 H -1.39407 2.23591 -2.20694
37 H -1.89707 1.33559 -4.76492
38 H -2.86251 0.79383 -3.39341
39 H -2.39306 -1.23279 -4.20996
40 H -0.95229 -0.72444 -5.09285
41 H -1.28649 -1.86396 -2.27789
42 H 1.15362 -2.40162 -2.59259
43 H 1.69947 -1.16566 -4.91297
44 H 2.60518 -0.71343 -3.47628
45 H 2.13048 1.32860 -4.20791
46 H 0.69203 0.88888 -5.10900
47 H 0.74295 -0.97896 4.41297
48 H 0.83280 -2.51107 3.50406
49 H -0.63706 -2.15250 4.45647
50 F -1.55812 1.54878 7.44716
51 C -1.10730 0.89494 6.35740
52 F -0.30972 -0.13682 6.77335
53 F -2.21203 0.30894 5.72597
54 C -0.25640 1.76239 5.37872
55 O 0.39432 2.67117 5.87068
56 O -0.30944 1.28513 4.15358

Cartesian forces, eV/Å:
-0.3 1.0 -1.8
-0.3 -1.3 -0.3
0.2 -0.1 0.4
0.1 0.7 -0.1
0.1 0.1 0.1
-0.4 0.2 0.1
-0.4 -0.1 0.1
0.5 -0.5 0.1
-0.1 0.3 0.4
0.2 -0.3 -0.2
0.2 0.2 -0.1
-0.4 0.0 0.0
0.4 0.4 0.5
0.2 -0.1 0.1
-0.3 0.1 0.1
0.1 -0.1 -0.4
-0.2 -0.2 0.6
0.0 0.1 -0.3
-0.2 0.1 0.2
0.3 0.0 0.0
0.6 -0.1 0.6
-0.4 -0.3 0.0
-0.1 0.2 0.4
-0.1 0.1 -0.3
1.4 0.9 2.2
-1.0 0.6 0.0
1.2 0.5 -0.8
-0.5 0.0 0.0
-0.3 0.2 -0.2
0.9 -0.6 -0.5
-1.0 -0.3 -0.5
0.2 -0.1 -0.3
0.6 0.1 -0.3
0.7 -0.7 0.3
-0.5 -0.2 -0.1
0.3 -0.3 -0.1
-0.1 -0.1 0.3
0.3 0.2 -0.1
0.3 0.1 -0.2
0.0 -0.1 0.5
0.3 -0.3 -0.4
-0.2 0.6 0.4
0.1 0.1 0.3
-0.4 -0.2 -0.1
-0.2 -0.1 -0.3
-0.1 0.0 0.4
-0.2 -0.2 -0.2
-0.4 0.3 0.7
0.0 0.2 -0.1
0.5 -0.8 -1.7
-0.3 -0.4 1.5
-0.9 0.8 -0.5
0.9 0.4 0.2
0.6 1.3 2.1
-1.3 -1.9 -1.9
-0.6 -0.4 -0.8

calculated total energy	-2273.526192	Ha
net charge	+2
Kohn-Sham gap (spin up / spin down)	5.619 / 5.586	eV
maximum force	2.99	eV/A
LUMO (spin up / spin down)	-0.312 / -0.314	Ha